No. 1
The following is a DFT calculation (ωB97M-V with the def2-TZVPD basis set) of a structure of composition C33H40F6N6O3SSiZr.

```
! RIJCOSX wB97M-V def2-TZVPD def2/J DEFGRID3
* xyz 2 1
Zr -0.186 -0.316 0.663
C -2.901 -0.860 -1.288
C -3.394 -0.890 0.149
N -2.338 -1.408 1.043
C -2.229 -2.885 1.124
C -1.565 -3.547 -0.075
S -0.003 -2.734 -0.560
C -0.313 -2.246 -2.286
C -0.729 -0.784 -2.464
N -1.540 -0.283 -1.332
H -2.871 -1.860 -1.711
H -3.588 -0.282 -1.908
H -3.626 0.127 0.474
H -4.313 -1.476 0.229
H -2.554 -1.108 1.992
H -1.638 -3.099 2.011
H -3.217 -3.332 1.270
H -1.320 -4.575 0.187
H -2.211 -3.591 -0.947
H 0.617 -2.431 -2.820
H -1.046 -2.948 -2.681
H 0.159 -0.158 -2.516
H -1.274 -0.682 -3.407
H -1.614 0.725 -1.472
C -8.109 11.478 1.332
O -7.593 10.898 0.139
C -6.775 9.842 0.244
C -6.290 9.323 -0.963
C -5.443 8.243 -0.963
C -5.055 7.642 0.242
C -5.537 8.166 1.436
C -6.391 9.256 1.450
C -4.151 6.504 0.201
N -3.504 6.081 -0.869
C -2.793 4.999 -0.456
C -2.996 4.744 0.884
N -3.864 5.726 1.296
C -2.316 3.714 1.584
C -2.346 3.557 2.983
C -1.538 2.624 3.578
C -0.789 1.786 2.756
N -0.825 1.818 1.423
C -1.495 2.849 0.821
C -1.229 3.139 -0.575
N -0.281 2.399 -1.194
C 0.086 2.752 -2.409
C -0.476 3.828 -3.113
C -1.465 4.560 -2.513
C -1.852 4.230 -1.204
H -8.734 12.305 1.013
H -7.303 11.853 1.964
H -8.715 10.758 1.886
H -6.599 9.796 -1.886
H -5.067 7.844 -1.894
H -5.239 7.749 2.392
H -6.743 9.644 2.394
H -4.283 5.835 2.203
H -2.965 4.207 3.587
H -1.471 2.526 4.652
H -0.151 1.037 3.202
H 0.872 2.162 -2.866
H -0.121 4.066 -4.106
H -1.936 5.403 -3.001
C 3.470 0.656 -1.520
C 2.869 0.154 -0.214
O 1.485 -0.008 -0.305
C 3.113 1.186 0.908
F 2.569 2.360 0.567
F 4.397 1.373 1.168
F 2.498 0.800 2.051
C 3.465 -1.225 0.141
F 3.230 -2.077 -0.869
F 4.772 -1.176 0.355
F 2.875 -1.747 1.232
H 3.069 1.642 -1.743
H 3.212 -0.033 -2.321
H 4.554 0.724 -1.450
C 0.959 -3.522 3.568
Si 0.359 -1.797 3.888
C -1.300 -1.760 4.745
C 1.594 -0.760 4.801
O 0.112 -1.061 2.379
H 1.005 -4.088 4.501
H 1.960 -3.515 3.133
H 0.302 -4.072 2.889
H -1.187 -2.079 5.783
H -2.041 -2.427 4.297
H -1.713 -0.748 4.770
H 1.883 -1.267 5.725
H 1.194 0.215 5.089
H 2.501 -0.605 4.214
*
```

- Relative energy (zero: lowest compared OMol25 entry of this formula, charge and spin): 10.6 kcal/mol
- HOMO-LUMO gap: 5.8 eV
- E_LUMO: -5.973 eV

=====

No. 2
The following is a DFT calculation (ωB97M-V with the def2-TZVPD basis set) of a cluster of 3 separate species, C17H37NO11S in total.

```
! RIJCOSX wB97M-V def2-TZVPD def2/J DEFGRID3
* xyz 0 1
N 1.328 -2.295 -1.880
C 1.135 -0.834 -2.220
O 1.298 0.057 -1.206
C 0.802 -0.204 -3.696
C -0.170 -1.124 -4.643
C -1.783 -0.950 -4.338
C -2.389 -1.823 -3.073
O -2.945 -0.965 -1.975
S -2.516 0.650 -2.413
O -1.420 1.376 -1.566
O -3.675 1.698 -2.500
O -2.150 0.455 -4.101
H 1.963 -2.791 -2.543
H 0.431 -2.801 -1.716
H 0.360 0.887 -3.520
H 1.816 -0.052 -4.304
H -0.016 -0.738 -5.762
H 0.099 -2.279 -4.631
H -2.416 -1.383 -5.253
H -1.454 -2.473 -2.772
H -3.251 -2.608 -3.285
C 9.017 -0.754 -0.757
O 7.990 -0.982 0.191
C 8.141 -0.195 1.372
C 6.772 0.222 1.922
O 6.124 1.248 1.156
C 5.629 0.862 -0.131
C 4.430 -0.088 -0.084
O 4.852 -1.406 0.266
C 3.890 -2.105 1.042
H 9.962 -1.171 -0.395
H 8.741 -1.253 -1.690
H 9.132 0.314 -0.963
H 8.742 0.701 1.178
H 8.658 -0.814 2.113
H 6.932 0.659 2.915
H 6.114 -0.632 2.068
H 6.434 0.474 -0.760
H 5.297 1.796 -0.606
H 3.968 -0.148 -1.076
H 3.692 0.295 0.629
H 3.576 -1.510 1.904
H 4.356 -3.021 1.416
H 3.027 -2.368 0.425
C -2.983 0.896 1.118
O -4.010 0.668 2.066
C -3.859 1.455 3.247
C -5.228 1.872 3.797
O -5.876 2.898 3.031
C -6.371 2.512 1.744
C -7.570 1.562 1.791
O -7.148 0.244 2.141
C -8.110 -0.455 2.917
H -2.038 0.479 1.480
H -3.259 0.397 0.185
H -2.868 1.964 0.912
H -3.258 2.351 3.053
H -3.342 0.836 3.988
H -5.068 2.309 4.790
H -5.886 1.018 3.943
H -5.566 2.124 1.115
H -6.703 3.446 1.269
H -8.032 1.502 0.799
H -8.308 1.945 2.504
H -8.424 0.140 3.779
H -7.644 -1.371 3.291
H -8.973 -0.718 2.300
*
```

- HOMO-LUMO gap: 8.3 eV
- E_LUMO: -0.498 eV
- Structure (SMILES): NC(=O)CC[C@H]1COS(=O)(=O)O1.COCCOCCOC.COCCOCCOC

=====

No. 3
The following is a DFT calculation (ωB97M-V with the def2-TZVPD basis set) of an isolated molecule of C5H8O2.

```
! RIJCOSX wB97M-V def2-TZVPD def2/J DEFGRID3
* xyz 0 1
C -1.710 -0.266 -0.994
C -0.892 -0.303 0.293
C 0.051 0.915 0.468
C 1.375 0.398 0.950
O 1.841 0.526 2.061
C 2.160 -0.444 -0.068
O 1.897 -0.461 -1.246
H -2.403 0.581 -1.010
H -2.297 -1.184 -1.106
H -1.046 -0.182 -1.862
H -0.297 -1.225 0.274
H -1.540 -0.385 1.174
H 0.202 1.408 -0.500
H -0.331 1.645 1.187
H 2.990 -1.024 0.377
*
```

- Relative energy (zero: lowest compared OMol25 entry of this formula, charge and spin): 20.7 kcal/mol
- HOMO-LUMO gap: 9.4 eV
- E_LUMO: -0.406 eV
- Structure (SMILES): CCCC(=O)C=O

=====

No. 4
The following is a DFT calculation (ωB97M-V with the def2-TZVPD basis set) of a structure of composition C9H10N2O2S.

```
! RIJCOSX wB97M-V def2-TZVPD def2/J DEFGRID3
* xyz 0 1
C 0.249 0.720 -0.734
C -0.386 -4.186 0.167
C 0.292 -4.030 -1.029
C -0.832 -3.026 0.863
C 0.624 -2.789 -1.519
C -0.527 -1.787 0.377
C 0.314 -1.648 -0.786
C 0.246 4.398 0.270
C 0.659 -0.340 -1.292
N -0.238 1.648 -0.118
N 0.198 3.627 1.512
O 0.024 1.237 2.265
O 2.013 2.158 0.941
S 0.596 2.092 1.233
H -0.504 -5.141 0.571
H 0.578 -4.950 -1.547
H -1.254 -3.158 1.820
H 1.337 -2.771 -2.319
H -0.829 -0.872 0.864
H -0.784 4.534 -0.116
H 0.516 5.363 0.534
H 1.140 3.858 -0.268
H 1.464 -0.088 -2.071
H -0.641 3.796 2.023
*
```

- Relative energy (zero: lowest compared OMol25 entry of this formula, charge and spin): 86.5 kcal/mol
- HOMO-LUMO gap: 9.1 eV
- E_LUMO: 0.655 eV

=====

No. 5
The following is a DFT calculation (ωB97M-V with the def2-TZVPD basis set) of a cluster of 3 separate species, C3H14N2O2S in total.

```
! RIJCOSX wB97M-V def2-TZVPD def2/J DEFGRID3
* xyz 0 1
N -0.092 0.927 1.343
C -0.317 0.237 0.090
C -0.517 -1.267 0.301
N -1.920 -1.584 -0.008
C 0.513 -2.127 -0.476
S 0.270 -2.209 -2.257
H 0.492 1.743 1.257
H -0.895 1.093 1.919
H 0.527 0.415 -0.562
H -1.137 0.666 -0.501
H -0.430 -1.525 1.353
H -2.145 -2.552 0.155
H -2.149 -1.392 -0.978
H 0.380 -3.136 -0.104
H 1.508 -1.837 -0.118
H -0.036 -0.917 -2.437
O -1.034 3.824 0.093
H -1.612 3.409 0.745
H -1.671 4.283 -0.469
O 3.471 0.307 0.059
H 2.626 0.728 0.256
H 4.167 0.913 0.337
*
```

- Relative energy (zero: lowest compared OMol25 entry of this formula, charge and spin): 6.7 kcal/mol
- HOMO-LUMO gap: 9.6 eV
- E_LUMO: 0.566 eV
- Structure (SMILES): NC[C@@H](N)CS.O.O

=====

No. 6
The following is a DFT calculation (ωB97M-V with the def2-TZVPD basis set) of a cluster of 4 separate species, C8H16Br8 in total.

```
! RIJCOSX wB97M-V def2-TZVPD def2/J DEFGRID3
* xyz 0 1
Br -1.414 5.140 -7.886
C -0.992 3.696 -6.698
C -2.138 3.216 -5.864
Br -3.467 2.044 -6.715
H -0.317 4.031 -5.910
H -0.367 3.004 -7.264
H -2.631 4.074 -5.406
H -1.694 2.588 -5.092
Br -0.803 -1.670 3.009
C -1.113 -3.381 2.197
C -2.588 -3.659 1.829
Br -3.250 -2.628 0.218
H -0.819 -4.119 2.943
H -0.572 -3.452 1.254
H -3.334 -3.408 2.584
H -2.684 -4.705 1.537
Br -4.665 -7.645 -2.345
C -5.187 -5.677 -2.310
C -5.801 -5.193 -3.554
Br -6.600 -3.366 -3.354
H -4.325 -5.138 -1.916
H -5.881 -5.515 -1.485
H -6.568 -5.888 -3.896
H -5.073 -5.054 -4.354
Br -3.323 1.171 -3.123
C -4.984 0.183 -2.727
C -5.279 0.109 -1.236
Br -7.155 -0.534 -1.218
H -5.045 -0.831 -3.122
H -5.823 0.716 -3.177
H -5.344 1.062 -0.712
H -4.580 -0.535 -0.702
*
```

- Relative energy (zero: lowest compared OMol25 entry of this formula, charge and spin): 25.7 kcal/mol
- HOMO-LUMO gap: 10.2 eV
- E_LUMO: 0.248 eV
- Structure (SMILES): BrCCBr.BrCCBr.BrCCBr.BrCCBr

=====

No. 7
The following is a DFT calculation (ωB97M-V with the def2-TZVPD basis set) of an isolated molecule of C21H23NO4S.

```
! RIJCOSX wB97M-V def2-TZVPD def2/J DEFGRID3
* xyz 0 1
C 0.520 -1.095 -4.877
C -0.430 -1.485 -3.748
C -1.833 -1.686 -4.394
C -0.451 -0.463 -2.662
C -0.778 0.857 -2.856
C -0.663 1.683 -1.625
C -0.707 0.591 -0.509
C -0.077 1.144 0.803
N -0.487 0.306 1.915
C 0.288 -0.556 2.688
O 1.438 -0.776 2.376
C -0.323 -1.090 3.937
C 0.240 -1.969 4.865
C -0.479 -2.302 6.055
C -1.768 -1.786 6.244
C -2.333 -0.912 5.289
C -1.584 -0.547 4.152
S -1.906 0.641 2.806
O -3.141 0.368 2.043
O -1.898 2.032 3.341
C -0.062 -0.669 -1.209
C -0.719 -1.895 -0.613
C -0.032 -3.059 -0.426
C 1.325 -3.208 -0.751
O 1.848 -4.300 -0.578
C 2.103 -2.187 -1.575
C 1.513 -0.786 -1.226
H 0.679 -1.949 -5.554
H 0.201 -0.278 -5.475
H 1.472 -0.857 -4.417
H -0.070 -2.416 -3.352
H -2.592 -1.908 -3.656
H -2.095 -0.775 -4.954
H -1.780 -2.479 -5.125
H -1.100 1.247 -3.828
H 0.253 2.299 -1.679
H -1.515 2.359 -1.562
H -1.749 0.363 -0.293
H -0.405 2.186 0.979
H 1.018 1.219 0.771
H 1.231 -2.365 4.712
H -0.086 -2.963 6.793
H -2.337 -2.056 7.125
H -3.330 -0.526 5.496
H -1.786 -1.866 -0.356
H -0.539 -3.913 -0.027
H 2.013 -2.335 -2.629
H 3.182 -2.192 -1.274
H 1.914 -0.563 -0.225
H 1.947 -0.062 -1.906
*
```

- Relative energy (zero: lowest compared OMol25 entry of this formula, charge and spin): 77.8 kcal/mol
- HOMO-LUMO gap: 8.6 eV
- E_LUMO: -0.355 eV
- Structure (SMILES): CC(C)C1=CC[C@H](CN2C(=O)c3ccccc3S2(=O)=O)[C@@]12C=CC(=O)CC2

=====

No. 8
The following is a DFT calculation (ωB97M-V with the def2-TZVPD basis set) of a structure of composition C5H10N2.

```
! RIJCOSX wB97M-V def2-TZVPD def2/J DEFGRID3
* xyz 0 1
C 1.054 0.164 0.275
C 2.382 -0.411 -0.068
C -2.271 0.342 0.570
C -1.234 -0.487 -0.121
C -0.006 0.288 -0.711
N -1.426 -1.720 -0.309
N 0.184 1.658 -0.478
H 0.823 0.243 1.333
H -0.670 -2.196 -0.798
H 0.334 2.202 0.366
H 0.197 -0.078 -1.721
H 2.425 -0.668 -1.129
H 3.183 0.318 0.090
H 2.608 -1.308 0.508
H -1.824 0.929 1.372
H -3.046 -0.306 0.970
H -2.713 1.032 -0.148
*
```

- Relative energy (zero: lowest compared OMol25 entry of this formula, charge and spin): 80.1 kcal/mol
- HOMO-LUMO gap: 9.5 eV
- E_LUMO: 0.994 eV

=====

No. 9
The following is a DFT calculation (ωB97M-V with the def2-TZVPD basis set) of a cluster of 18 separate species, C9H52NO18 in total.

```
! RIJCOSX wB97M-V def2-TZVPD def2/J DEFGRID3
* xyz -1 1
C -22.416 -17.870 12.440
C -23.220 -19.122 12.817
C -24.611 -18.845 12.212
C -25.493 -20.098 12.253
C -24.796 -21.253 11.507
C -23.318 -21.512 11.987
N -22.606 -20.263 12.163
O -21.234 -20.427 12.503
C -22.664 -22.328 10.879
C -23.293 -22.404 13.227
C -23.297 -19.158 14.373
H -22.956 -16.981 12.775
H -22.260 -17.806 11.363
H -21.460 -17.866 12.963
H -24.444 -18.574 11.165
H -25.106 -18.014 12.718
H -26.513 -19.964 11.884
H -25.609 -20.465 13.279
H -24.781 -21.007 10.445
H -25.342 -22.141 11.828
H -23.221 -23.222 10.595
H -21.685 -22.739 11.142
H -22.396 -21.653 10.063
H -22.300 -22.771 13.449
H -23.936 -23.289 13.140
H -23.716 -21.917 14.109
H -23.417 -20.186 14.707
H -24.121 -18.582 14.805
H -22.369 -18.766 14.793
O -23.073 -14.119 11.894
H -22.526 -13.771 11.183
H -23.970 -14.181 11.523
O -19.267 -18.072 11.162
H -20.193 -18.343 11.139
H -19.027 -18.133 12.092
O -25.724 -15.065 11.371
H -25.727 -14.589 10.533
H -26.085 -15.939 11.146
O -20.784 -22.461 15.246
H -20.632 -22.121 14.346
H -21.263 -21.752 15.691
O -26.736 -23.059 14.102
H -26.306 -23.920 14.030
H -26.198 -22.576 14.746
O -21.506 -25.325 14.972
H -21.341 -25.450 15.911
H -21.051 -24.497 14.757
O -24.816 -25.575 15.256
H -23.932 -25.434 14.889
H -24.678 -26.171 15.997
O -21.382 -19.337 8.276
H -21.114 -19.922 9.004
H -20.985 -18.489 8.499
O -23.178 -20.301 17.289
H -22.968 -20.331 18.229
H -23.160 -19.363 17.061
O -23.908 -25.821 10.403
H -24.152 -25.063 9.859
H -23.061 -26.109 10.051
O -19.824 -19.507 14.920
H -20.636 -19.728 14.425
H -19.158 -20.086 14.539
O -19.657 -21.117 10.161
H -20.125 -21.044 11.023
H -19.518 -22.071 10.039
O -25.760 -21.571 16.647
H -26.258 -20.747 16.693
H -24.830 -21.297 16.585
O -22.815 -14.224 14.668
H -22.851 -14.214 13.690
H -23.723 -14.383 14.941
O -19.457 -23.890 10.552
H -19.797 -24.278 11.367
H -19.449 -24.615 9.918
O -26.679 -17.568 10.134
H -26.032 -18.262 10.324
H -26.845 -17.640 9.188
O -28.989 -21.014 14.531
H -28.336 -21.445 13.960
H -29.447 -21.745 14.956
*
```

- Relative energy (zero: lowest compared OMol25 entry of this formula, charge and spin): 26.1 kcal/mol
- HOMO-LUMO gap: 5.4 eV
- E_LUMO: 2.137 eV

=====

No. 10
The following is a DFT calculation (ωB97M-V with the def2-TZVPD basis set) of a cluster of 2 separate species, H9NSi3 in total.

```
! RIJCOSX wB97M-V def2-TZVPD def2/J DEFGRID3
* xyz 0 1
N -0.307 -1.584 0.337
Si -2.303 1.728 -1.601
Si 0.759 -0.730 1.349
Si 2.338 0.310 -0.069
H -1.260 -1.309 0.437
H -0.057 -2.099 -0.499
H -3.620 1.402 -1.280
H -2.551 2.792 -2.571
H -1.180 0.943 -1.132
H 1.234 -1.666 2.503
H -0.096 0.401 2.115
H 3.303 1.453 0.472
H 3.048 -0.648 -0.975
*
```

- Relative energy (zero: lowest compared OMol25 entry of this formula, charge and spin): 80.0 kcal/mol
- HOMO-LUMO gap (spin up / spin down): 7.3 / 6.2 eV
- E_LUMO (spin up / spin down): -0.486 / -1.162 eV

=====

No. 11
The following is a DFT calculation (ωB97M-V with the def2-TZVPD basis set) of an isolated molecule of C10H12N2O2.

```
! RIJCOSX wB97M-V def2-TZVPD def2/J DEFGRID3
* xyz 0 1
C 1.558 1.077 -1.430
C 0.936 -0.174 -0.887
C -0.545 -0.231 -1.123
C -1.130 -0.241 -2.466
N -1.432 -0.069 -0.107
O -2.616 0.266 -0.494
C -1.166 -0.257 1.205
C -1.366 0.604 2.252
C -1.043 0.264 3.538
C -0.323 -0.814 3.785
C 0.085 -1.664 2.808
C -0.392 -1.466 1.514
N -0.340 -2.337 0.488
O 0.585 -3.182 0.527
H 1.459 2.011 -0.859
H 1.200 1.497 -2.403
H 2.631 1.087 -1.446
H 1.256 -0.389 0.265
H 1.412 -1.056 -1.302
H -1.566 -1.175 -2.718
H -0.573 0.139 -3.334
H -1.946 0.500 -2.384
H -1.882 1.561 2.067
H -1.242 0.939 4.380
H 0.155 -0.789 4.822
H 0.583 -2.647 3.020
*
```

- Relative energy (zero: lowest compared OMol25 entry of this formula, charge and spin): 142.2 kcal/mol
- HOMO-LUMO gap (spin up / spin down): 6.9 / 6.9 eV
- E_LUMO (spin up / spin down): -1.194 / -1.195 eV
- Structure (SMILES): CC/C(C)=[N+](/[O-])c1ccccc1N=O

=====

No. 12
The following is a DFT calculation (ωB97M-V with the def2-TZVPD basis set) of an isolated molecule of C12H10O3.

```
! RIJCOSX wB97M-V def2-TZVPD def2/J DEFGRID3
* xyz 0 3
C 0.903 -1.591 0.491
C 0.029 -0.623 1.128
C 0.661 -2.763 1.100
C -0.665 -1.290 2.053
C 2.924 -0.352 -0.773
C 2.567 0.913 -0.700
C -0.023 0.967 -1.546
C -0.907 1.110 -0.512
C 1.583 -0.941 -0.676
C 0.098 0.789 0.510
C 1.106 0.595 -0.653
C -2.386 1.384 -0.620
O -0.237 -2.636 2.033
O 1.066 -3.957 0.934
O -1.529 -0.829 3.040
H 3.942 -0.847 -0.889
H 3.221 1.779 -0.723
H -0.243 1.072 -2.634
H 1.268 -1.703 -1.534
H 0.299 1.571 1.344
H -2.937 0.494 -0.348
H -2.633 1.812 -1.533
H -2.674 2.247 0.023
H 1.040 -4.259 1.843
H -1.423 -1.542 3.795
*
```

- HOMO-LUMO gap (spin up / spin down): 4.3 / 7.3 eV
- E_LUMO (spin up / spin down): 0.841 / -1.447 eV

=====

no.,molar mass (g mol⁻¹)
1,834.1
2,463.5
3,100.1
4,210.3
5,142.2
6,751.4
7,385.5
8,98.1
9,462.5
10,107.3
11,192.2
12,202.2